# C79H197N39O23

A cluster of 23 separate species, C79H197N39O23 in total at a distorted geometry (ωB97M-V with the def2-TZVPD basis set, the OMol25 dataset).

Last column: Mulliken charge in e.
CARTESIAN COORDINATES (ANGSTROEM)
O -5.70987 0.35900 -0.77979  -0.7005
O -1.25621 -6.23365 -1.93953  -1.0010
O 6.92544 -1.29182 -0.01650  -0.6058
O -0.92972 -6.11925 2.33353  -1.0278
O -7.72114 -5.31253 -1.98113  -0.6211
O -4.44248 2.47702 -3.32777  -0.7330
O -0.20175 0.52024 -8.23059  -0.8176
O -1.98976 4.64151 -1.09591  -0.7470
O 2.23954 6.55462 0.11449  -0.6501
O -9.67442 -1.14048 -1.26839  -0.6365
O -1.94308 -1.66284 0.75864  2.3864
O 0.20995 -6.69264 -5.48839  -0.6489
O -4.70637 -3.71113 -3.80550  -0.5242
O -1.40087 4.56197 6.02096  -0.8509
O -0.81724 -5.15344 5.32584  -0.4519
O -2.98948 -1.36394 -6.47273  -0.8199
O -2.89600 0.11021 3.88325  -0.7056
O 2.32690 2.70861 -5.99937  -0.1956
O -3.50590 3.72573 1.86390  -0.9278
O -5.36791 -7.92101 1.49873  -0.7225
O -5.50192 -3.00628 1.73271  -0.5878
O -1.50196 5.30697 -6.56898  -0.7318
O 1.44307 -3.82256 -5.17328  0.2215
N 2.42484 4.02782 -5.53297  0.9220
N -1.57176 -3.95505 2.63948  0.9180
N -2.51099 3.23429 -4.10953  0.1386
N 0.03144 -8.19783 -3.76258  -0.4243
N -2.09906 -3.25358 -5.59453  0.2059
N 0.07882 2.78325 -7.73106  -0.4109
N -5.53558 -1.80915 -1.43489  0.9138
N -4.67276 -2.05082 3.61109  -0.4290
N -0.87920 3.66191 6.97851  1.7904
N 2.28976 5.63921 1.26842  1.1812
N -7.09587 -7.37137 -1.43324  -0.5081
N -3.38955 -5.39624 -1.65324  0.3689
N -4.17887 2.33945 -5.53759  -0.3634
N -4.72415 -0.85622 1.69927  0.3150
N -8.31719 -6.11598 0.04926  -0.4735
N -1.44117 7.46630 -6.68529  -0.4070
N 0.54609 6.22639 -6.74867  -0.0486
N -8.76997 -2.97625 -0.15851  -0.5319
N -0.77256 -1.99943 -7.07569  -0.1973
N -2.44940 -5.79806 -3.75539  -0.3343
N -4.44494 -5.98019 2.09959  -0.2122
N -4.52022 3.43102 -0.17987  -0.2798
N 0.07192 -4.02817 5.41143  1.6703
N -5.17932 2.26184 1.73497  -0.1756
N 1.50648 -8.50280 -5.53064  -0.4548
N -0.96247 -4.61624 0.57121  1.2204
N -3.11701 -7.75419 1.95770  -0.3133
N 2.79631 -3.65209 -4.81618  -0.2002
N -1.33035 1.37852 -6.40999  0.6078
N 5.69704 -1.07352 0.72596  1.2394
N -6.75299 -4.17005 -4.80220  -0.5332
N -1.02781 4.86984 0.93692  0.2885
N -0.96055 -1.16078 -0.18226  0.2869
N -0.57906 6.37686 -0.80102  -0.3874
N -5.58997 -0.18152 -3.07688  -0.2668
N -9.22355 -0.85524 0.93882  -0.3697
N -1.95514 0.88339 5.76261  0.0209
N -5.45117 -2.48557 -5.56902  -0.3730
N -2.78375 2.42966 4.27860  0.1384
C 2.88784 6.48439 2.42133  1.7007
C 4.65708 -2.00402 -4.85312  -1.1528
C -2.29965 -1.89712 -2.14790  -0.0701
C 2.91023 -5.53836 -3.41870  -1.0949
C 5.86072 0.13253 1.58623  1.5550
C -1.14894 -4.93994 1.83182  0.3581
C 1.03746 0.09922 -0.35446  0.3792
C 1.19178 5.07308 7.11664  -2.0929
C 0.65296 -1.97036 6.50013  -0.7172
C 2.12236 3.53172 0.05477  0.1129
C -4.35699 -7.31912 1.81311  0.4672
C 0.53517 3.18024 9.41819  -0.5663
C -2.02168 -2.16121 -6.40308  0.6898
C 3.63191 4.71951 -7.53881  -1.7894
C -4.35225 3.14649 1.18773  0.3248
C -1.60066 -0.73463 -1.51951  2.0806
C 3.28132 5.54289 3.60535  -0.6524
C -2.58058 0.48001 -1.44575  0.4870
C -0.49756 1.47167 -7.49235  0.7127
C 5.25161 -2.36842 1.36132  1.6546
C 3.81740 6.01063 -5.39670  -1.2615
C 4.52784 0.28856 2.40218  0.0779
C 3.84313 5.96032 -3.89034  -0.6570
C -0.11322 -0.22633 0.61793  2.2442
C 1.02463 3.10002 5.53501  -2.1575
C 2.15553 -1.19033 -4.58846  0.0671
C 4.60956 -3.73639 -3.18280  -2.2078
C -4.97813 -1.99427 2.25977  0.2845
C -1.22793 5.19984 -0.34734  0.2298
C -7.65086 -6.19471 -1.14306  0.5655
C -2.57263 1.05410 4.58415  0.2621
C 3.06663 -2.21538 -6.68148  -1.8252
C -1.55630 5.48074 8.74586  -1.2917
C 0.60512 0.67798 -1.70744  1.4583
C -5.66602 -0.49138 -1.69010  0.1713
C 0.46515 -1.01508 1.76588  -0.9030
C 1.46626 -4.41950 5.15748  1.0395
C 4.97079 3.69992 -5.64336  -1.9421
C 2.13849 -2.29330 6.32834  -1.8065
C 0.69938 3.75373 -3.80329  -1.1593
C -5.54999 -3.52380 -4.66976  0.5388
C 0.54703 -7.74410 -4.96721  0.6456
C 4.10106 -2.11983 2.38787  -0.0118
C 1.51305 -5.04316 3.73201  -1.4451
C 2.07831 -5.52107 6.12461  -1.7048
C -2.34174 -5.82153 -2.39963  0.8433
C 3.04054 4.40365 0.89395  2.2401
C 2.15327 4.00238 -4.02123  3.0421
C 0.99895 2.77307 8.03593  -1.3239
C 7.03930 0.16988 2.55823  -1.8210
C 1.67621 7.35194 2.77422  -1.9234
C -0.75700 1.06489 1.14826  0.0390
C 4.06807 7.38502 2.13808  -1.7882
C 3.09604 -4.03121 -3.41729  2.4206
C -0.35170 -0.28594 -2.37739  -0.8794
C 3.45291 3.60499 2.12504  0.2931
C -3.77292 2.74956 -4.29395  0.3075
C -1.70581 -2.81256 6.48762  -1.7649
C 2.51205 5.36918 -3.40441  -0.7386
C 3.74927 4.62484 -6.00766  1.8347
C 3.16790 -2.24715 -5.14045  1.5754
C 5.96409 1.29034 0.59482  -2.0951
C 4.25801 -0.90086 3.27454  -0.7918
C 3.02765 2.91759 -3.35792  -0.3320
C -0.81680 6.34056 -6.64834  0.4580
C 0.00644 -3.78592 8.06056  -1.9256
C -0.25286 -3.21103 6.61846  1.8900
C 0.59158 3.68176 6.91089  2.6744
C 4.76987 -3.28895 0.22841  -2.1350
C -0.95175 3.14811 9.40754  -1.5192
C 4.10256 4.38188 3.19128  -0.9830
C 2.36142 -3.23237 5.13620  0.1367
C 5.01085 -2.33614 -3.45514  0.0319
C -3.07255 3.57291 8.10991  -1.9548
C 6.31206 -3.22092 2.08944  -1.9208
C 4.24789 4.73266 0.06642  -1.8093
C -1.59049 3.96236 8.28311  0.9190
C -9.26301 -1.58651 -0.21313  0.5254
C 2.24169 -3.28465 -2.35430  -1.2895
H 0.48162 2.14877 5.37466  0.0142
H -0.08628 -4.83999 8.09285  0.4173
H 4.69974 1.26336 2.95077  -0.1470
H -2.54742 5.72741 9.14290  0.4650
H 1.77968 7.88709 3.71522  0.4313
H 0.32488 2.90629 -4.32830  0.0983
H 2.10121 2.86217 7.95588  0.5030
H 1.46744 6.32667 -0.43257  0.1836
H 5.21796 -2.64393 -5.60598  0.2996
H 2.49564 -0.14797 -4.77199  -0.0706
H 4.47506 -1.69784 -2.72708  -0.1441
H -5.04244 -0.54355 0.76662  -0.2681
H -8.63396 -5.18480 0.36009  0.3371
H -1.59150 5.44112 6.40411  0.3143
H -0.44221 -9.07862 -3.81614  0.2534
H 1.56168 -4.72931 -5.51829  0.2947
H -2.42910 7.35709 -6.60195  0.2443
H -2.59617 -1.48398 -3.13012  -0.0104
H 0.98509 5.36412 -6.31261  -0.2359
H -2.39684 -7.08664 2.17988  0.3227
H -0.86839 0.11369 -3.25755  -0.1258
H -3.90320 -1.42777 3.83461  0.3425
H 5.00404 6.93778 1.82893  0.3004
H -5.86295 -2.21946 -0.58320  -0.3024
H 1.87136 4.05633 -0.84804  -0.5309
H 2.55735 -5.07257 3.29884  0.3038
H -0.40183 -5.95565 5.59851  0.3119
H 2.58536 5.11444 -2.32134  -0.9254
H -1.50087 -5.85420 -4.13136  -0.1197
H 2.69101 -1.38890 6.25962  0.6763
H -1.86377 -3.09417 2.17112  -0.6797
H -3.27955 2.52031 8.03358  0.3086
H 5.57391 3.92788 -4.76173  0.3118
H 0.75704 1.72951 7.89316  0.1572
H -0.67054 -3.25924 8.77082  0.4152
H 2.09371 2.90608 5.54646  0.5272
H -2.17655 3.86148 -4.82218  0.2414
H 3.96003 -2.99071 3.00269  0.2114
H -3.27737 -5.49856 -0.63874  -0.0973
H 0.99604 5.72719 6.28261  0.3620
H -4.42980 -2.97049 3.98373  0.3804
H -0.26913 1.42810 2.04731  0.1115
H -0.99682 -5.36761 -0.14440  -0.0992
H -1.40259 -3.97479 -5.42433  0.0618
H -1.44599 3.61688 10.24991  0.3971
H 5.89359 2.27258 1.11923  0.4658
H 4.06681 3.06159 -3.64634  0.3073
H 1.20018 -3.27982 -2.74292  0.3070
H 0.49082 -1.36381 7.41112  0.3959
H 2.05297 -5.30511 7.20225  0.3420
H 0.72402 3.66669 4.66530  0.3680
H -3.72610 3.85999 -0.63049  0.2443
H -7.38764 -3.70616 -5.42266  0.2184
H 4.69645 3.77130 -0.14291  0.2147
H -2.06594 1.42069 -1.40024  -0.0673
H 2.38779 5.23597 4.18838  -0.7498
H -4.99446 1.78711 -5.62134  0.2720
H -7.04230 -4.58160 -3.87767  0.3000
H -4.40954 -0.11508 2.30553  -0.0202
H 2.09131 -3.87202 -1.41561  0.8400
H 3.15469 -2.10124 1.82028  -0.7187
H -3.51375 4.13025 7.28008  0.3450
H 4.88965 -4.21793 -2.25362  0.3633
H 4.72013 6.44073 -5.86608  0.4930
H 1.15252 -1.28274 -5.01933  -0.1713
H 7.92280 -0.28145 2.07551  0.3741
H 3.59068 -5.98191 -4.14984  0.5315
H 2.49047 -2.26631 -2.12986  -0.6396
H 2.27237 5.05889 7.27092  0.3559
H 2.89173 5.50178 -7.86065  0.2771
H -2.73392 -1.07651 0.73145  -0.9433
H -3.55479 2.27571 -6.34618  0.1911
H 1.67401 -0.77998 -0.48175  -0.1078
H 6.78484 -2.72348 3.00964  0.2216
H -5.27070 -2.41760 -2.19316  -0.4739
H -2.30202 3.59836 -3.14537  -0.1696
H -2.34363 3.23442 4.77141  0.1115
H 1.04682 -6.00531 3.63462  0.6933
H -7.83971 -3.08439 0.26244  0.2408
H 4.65130 4.96882 -7.88997  0.5099
H 5.03409 5.23096 0.53251  0.4682
H -1.63292 1.77256 6.14172  -0.5470
H 2.63521 3.06653 2.51818  0.7189
H 0.83256 4.19876 9.71224  0.2994
H 1.73859 -9.40351 -5.11530  0.2152
H -1.29314 2.08505 9.46655  0.3551
H 3.40440 -3.50042 5.00878  1.2905
H -9.58549 0.11323 0.85946  0.2307
H 3.68766 0.50329 1.76481  -0.5203
H 6.87736 1.32524 -0.02572  0.4622
H 4.71132 5.35150 -3.48401  0.1638
H 0.03126 4.60211 -4.02851  0.5767
H 6.79162 -0.91667 -0.88964  0.3104
H 0.09192 -2.59341 -6.86703  -0.1227
H 3.34637 -0.70306 3.80769  0.4448
H -0.59583 3.41863 -7.31264  0.0325
H -6.78904 -7.91260 -0.61269  0.2322
H -0.74230 5.70956 9.47514  0.3384
H -5.39785 -1.02241 -3.64235  0.1684
H 1.03351 -3.56560 8.48361  0.3050
H 0.79742 5.52204 8.02661  0.4265
H 2.78804 1.91351 -3.75729  -0.7761
H -1.79026 0.85725 1.40032  -0.5978
H 6.87963 -0.50548 3.42171  0.3143
H -8.80816 -3.38041 -1.11705  0.2542
H 5.70286 3.63143 -6.43832  0.4921
H -2.07716 0.04181 6.30522  0.0537
H -4.49605 -2.15866 -5.84088  0.1002
H 2.31065 -2.53682 4.26186  -1.6790
H -0.65728 -1.13208 -7.62043  0.4328
H -1.45595 -3.79029 0.25453  -0.8379
H 4.07978 2.81154 1.71744  -1.9012
H 0.04043 1.59601 -1.58020  -0.4570
H -2.38030 -3.66479 6.62627  0.4534
H 0.89295 2.49426 10.19331  0.4298
H 1.62851 -6.51943 5.96333  0.3915
H -1.93176 -2.01374 7.23891  0.5365
H -3.10635 -5.13849 -4.14613  0.2339
H 3.00693 -6.10195 -2.47334  0.3651
H -1.93267 -2.36077 5.53750  -0.0913
H -3.33883 0.33189 -0.70435  -1.3102
H 0.45388 3.52590 -2.75720  -0.5158
H 2.73609 2.74270 -0.41064  -0.6978
H 3.85882 6.25184 4.24868  0.7245
H 3.80876 8.10884 1.35616  0.3538
H 6.08777 -2.19228 -3.24939  0.4626
H 1.44110 0.86181 -2.38901  -0.5101
H 2.47294 -2.86088 7.19718  0.4792
H 4.10787 -2.71392 -0.35517  0.1913
H 4.32719 3.69994 4.04592  0.4394
H -0.21325 5.27443 1.35885  -0.0251
H -1.78574 0.48388 -6.18544  -0.1595
H 0.42000 -1.28411 5.66452  -0.2805
H 1.60157 0.86749 0.23377  -0.8013
H 7.36309 1.17422 2.91204  0.3331
H -5.83857 1.87535 1.13686  0.1025
H 2.94078 2.77966 -2.29132  -0.2305
H -7.98337 -6.80096 0.72611  0.2407
H 3.28697 3.81186 -7.98409  0.3418
H 0.75442 6.73422 2.81193  0.2033
H -1.39817 2.10409 -5.70664  -0.4424
H 1.07885 -4.41977 2.97460  -0.2640
H 1.88106 -5.76611 -3.73273  -0.2117
H -2.86081 -3.29503 -4.92861  -0.4831
H -5.11960 2.82192 -0.70835  0.1973
H -3.16955 0.50866 -2.34420  0.3419
H 0.68523 -1.99101 1.34330  0.4217
H 4.69148 2.67944 -5.44535  0.3419
H -1.48152 -4.13033 3.62655  -0.0427
H 1.14157 7.08631 -6.78280  0.2866
H 4.91790 -0.97734 -5.13603  0.3287
H -8.91690 -1.23545 1.84529  0.2191
H 7.15922 -3.56400 1.45207  0.3893
H 0.09503 2.95121 -8.72815  0.2886
H 2.16435 -2.51435 -7.15751  0.2159
H -1.34229 6.13422 7.90614  0.2509
H -0.72322 7.12726 -0.08064  0.2627
H -2.90332 -8.62393 1.49157  0.2154
H -4.03569 -4.68489 -1.98884  -0.0233
H -5.31971 -5.57576 1.84435  0.1454
H 3.41749 -1.23959 -7.14058  0.0895
H -1.70075 -2.75451 -2.30995  -0.0930
H -5.37707 2.22568 2.72938  0.2880
H -5.33376 0.79313 -3.35394  0.0367
H -3.53885 3.95161 9.06585  0.5483
H 4.27149 -4.22632 0.43062  0.4783
H 3.81265 -2.98320 -6.98255  0.5834
H -1.68997 4.21824 1.37562  -0.0681
H -6.01241 -2.50678 -6.37455  0.2798
H 0.25906 -1.13010 -2.76427  -0.3296
H 5.06500 4.76722 2.85727  0.4702
H 5.13347 1.25790 -0.11422  0.3266
H -3.64231 -5.39965 2.17838  0.2117
H 5.03831 -1.05883 4.00036  0.9113
H -3.09454 2.80709 3.36480  -0.0134
H 1.54131 8.12435 2.03290  0.4114
H 4.26904 7.96571 3.03588  0.5272
H -1.08853 8.39648 -6.64188  0.1819
H 2.92967 6.63388 -5.62829  -0.0425
H 5.60887 -3.50634 -0.39576  0.7220
H 1.75522 2.89805 -6.76313  0.1537
H 3.92654 6.99379 -3.53776  0.6284
H 2.01654 -1.23835 -3.51926  -0.6166
H -0.71410 1.85821 0.43493  -0.7746
H -3.14028 -2.19482 -1.56884  -0.3065
H 4.03438 5.23714 -0.86740  0.3348
H -6.50821 -7.36671 -2.25631  0.2472
H 1.66997 6.04443 -3.63486  0.6270
H 1.56688 -8.58945 -6.51971  0.2607
H 1.43675 -0.55704 2.01962  -0.1391
H -1.03445 6.65616 -1.67722  0.3072
H 5.14674 -4.26922 -3.95529  0.6899
H 3.15657 -5.72160 5.92115  0.3995
H -0.06816 -1.00827 2.74099  -0.4850
H 1.27031 3.09048 0.54463  0.1730
H -0.41765 -7.41434 -3.26177  0.1225
H 5.89934 -4.15303 2.41878  0.4815

Summary:
DFT total energy: -190336.4861 eV
Total charge: 0
Highest occupied orbital energy: -8.321 eV
Multiplicity: 1
Strongest force on any atom: 0.095 Eh/bohr
Kohn-Sham gap: 8.416 eV
E_LUMO: 0.00347 Ha